The following is a quantum chemistry calculation of 2 unconnected molecules or ions with the total composition C21H31N2O2, from the OMol25 dataset.

Each line ends with the Löwdin charge.
Positions of all 56 atoms, in Å:
C -3.2482 -0.7436 -0.9774  -0.019
O -2.2606 0.2918 -1.1325  -0.041
C -2.2138 1.1000 -0.0588  -0.461
O -2.9761 1.0063 0.8946  0.134
C -1.1558 2.1575 -0.1857  -0.203
C -1.8501 3.4755 -0.4776  -0.083
C -2.0705 4.0962 0.9034  -0.121
C -1.0652 3.4046 1.8484  -0.123
N -0.5765 2.2707 1.1057  -0.025
C 0.3801 1.4002 1.5064  -0.085
C 0.6090 0.1392 0.8148  -0.070
C 1.4679 -0.8428 1.5784  -0.188
C 1.5541 -0.6750 3.1045  -0.186
C 1.8116 0.7557 3.5474  -0.186
C 0.7909 1.6926 2.9213  -0.116
H -3.3705 -1.1571 -1.9789  0.093
H -2.8638 -1.5061 -0.2776  0.110
H -4.1754 -0.3000 -0.5891  0.105
H -0.4359 1.8751 -0.9517  0.152
H -1.1810 4.1088 -1.0685  0.128
H -2.7853 3.3216 -1.0226  0.136
H -1.9045 5.1775 0.8989  0.119
H -3.0900 3.9197 1.2676  0.121
H -0.2570 4.1088 2.1031  0.133
H -1.5478 3.1354 2.8048  0.138
H -0.3472 -0.2973 0.3574  0.133
H 1.0262 -1.8270 1.4001  0.091
H 2.5235 -0.9029 1.2190  0.124
H 0.6448 -1.0298 3.6006  0.123
H 2.3652 -1.2913 3.4905  0.115
H 1.7781 0.8451 4.6421  0.124
H 2.8175 1.0883 3.2682  0.119
H 1.2044 2.6954 2.9609  0.124
H -0.0837 1.7189 3.5937  0.143
C 3.0963 0.3276 -1.4508  -0.032
N 2.2439 -0.8561 -1.3465  -0.185
C 2.8159 -2.0334 -2.0007  -0.016
C 0.9260 -0.6937 -1.0645  -0.128
C 0.0391 -1.8242 -1.5056  -0.200
C 0.0460 -3.0507 -0.8008  -0.042
C -0.6435 -4.1803 -1.2644  -0.059
C -1.3567 -4.1489 -2.4681  -0.059
C -1.2841 -2.9735 -3.2289  -0.073
C -0.6214 -1.8319 -2.7587  -0.039
H 4.1343 -0.0079 -1.3422  0.091
H 3.0358 0.8484 -2.4270  0.110
H 2.8363 1.0326 -0.6505  0.091
H 3.8948 -1.8344 -2.0315  0.090
H 2.6206 -2.9270 -1.3998  0.094
H 2.4703 -2.1974 -3.0394  0.111
H 0.5945 0.2864 -1.3892  0.104
H 0.6449 -3.1329 0.1097  0.103
H -0.6593 -5.0802 -0.6429  0.114
H -1.9085 -5.0365 -2.8271  0.121
H -1.8208 -2.9546 -4.1832  0.116
H -0.6193 -0.9438 -3.3992  0.127

Summary:
LUMO energy (Ha): -0.1251
Multiplicity: 1
Net charge: +1
Calculated total energy (Ha): -1078.4784

***

The following is a quantum chemistry calculation of C21H31N3O4 in the gas phase, from the OMol25 dataset.

Each line ends with the Löwdin charge.
Positions of all 59 atoms, in Å:
C -0.6034 -3.7484 -1.0286  -0.051
C -1.7658 -2.8542 -0.7206  -0.269
C -3.0366 -3.3788 -0.5184  -0.042
C -4.1004 -2.5496 -0.2311  0.006
C -3.9198 -1.1755 -0.1228  -0.197
C -2.6426 -0.6348 -0.3101  -0.111
C -1.5889 -1.4834 -0.6222  0.040
N -2.4822 0.7739 -0.2283  0.017
C -1.3788 1.3527 0.3222  -0.404
O -0.4329 0.6972 0.7215  0.047
C -1.3909 2.8714 0.4201  -0.086
C -0.0833 3.4040 1.0125  -0.089
C 1.0248 3.3972 -0.0368  -0.505
O 1.0767 4.2326 -0.9192  0.054
N 1.9402 2.4268 0.1305  0.075
C 3.0448 2.2349 -0.7787  -0.176
C 2.7412 1.2100 -1.8769  -0.150
C 2.2104 -0.0996 -1.2888  -0.208
N 3.0172 -0.5644 -0.1752  -0.174
C 4.2626 -1.1839 -0.5897  -0.163
C 5.0903 -1.5149 0.6526  -0.197
O 4.3939 -2.3712 1.5260  -0.131
C 3.1680 -1.7904 1.9096  -0.191
C 2.2952 -1.4771 0.6957  -0.161
C -3.7113 1.4641 -0.5581  -0.078
C -4.8278 0.9496 0.3636  -0.328
C -4.5199 1.2218 1.8364  -0.012
O -5.0357 -0.4294 0.1344  -0.001
H 0.1498 -3.2175 -1.6056  0.069
H -0.9259 -4.6239 -1.5874  0.077
H -0.1419 -4.0908 -0.1019  0.082
H -3.1966 -4.4439 -0.5927  0.112
H -5.0939 -2.9418 -0.0833  0.119
H -0.6125 -1.0637 -0.7905  0.097
H -1.5299 3.3047 -0.5731  0.132
H -2.2212 3.1785 1.0600  0.115
H 0.2013 2.8086 1.8795  0.116
H -0.2347 4.4404 1.3176  0.124
H 1.7268 1.6561 0.7459  0.120
H 3.2616 3.2048 -1.2324  0.120
H 3.9049 1.8992 -0.1957  0.113
H 3.6506 1.0389 -2.4543  0.102
H 1.9858 1.6149 -2.5522  0.116
H 1.2076 0.0852 -0.9005  0.082
H 2.1327 -0.8590 -2.0879  0.126
H 4.8214 -0.4909 -1.2202  0.120
H 4.0793 -2.1129 -1.1611  0.132
H 6.0088 -2.0370 0.3783  0.125
H 5.3437 -0.5785 1.1735  0.125
H 2.6776 -2.5136 2.5633  0.126
H 3.3569 -0.8611 2.4683  0.126
H 1.3675 -1.0039 1.0217  0.110
H 2.0517 -2.4222 0.1782  0.123
H -3.9752 1.2287 -1.5963  0.148
H -3.6108 2.5403 -0.4589  0.120
H -5.7773 1.4272 0.0932  0.153
H -4.5071 2.2919 2.0260  0.083
H -3.5580 0.7952 2.1138  0.087
H -5.2880 0.7654 2.4551  0.086

Summary:
LUMO energy (Ha): 0.0217
Multiplicity: 1
Calculated total energy (Ha): -1284.0762
Structure (SMILES): Cc1ccc2c(c1)N(C(=O)CCC(=O)NCCCN1CCOCC1)C[C@H](C)O2

***

The following is a quantum chemistry calculation of C21H31N5O3 in the gas phase, from the OMol25 dataset.

Each line ends with the Löwdin charge.
Positions of all 60 atoms, in Å:
C 4.0100 5.2207 -4.2920  -0.112
C 2.8770 4.7769 -3.3707  -0.209
C 2.9017 3.2915 -2.9497  -0.314
C 4.0369 2.4090 -3.4811  -0.156
C 3.5735 1.0072 -3.0957  -0.090
C 2.0470 1.0072 -3.3756  -0.420
O 1.7615 0.4216 -4.6268  0.004
C 1.2899 0.2063 -2.3149  -0.407
O 0.7404 -0.8481 -2.6114  0.068
N 1.2791 0.6991 -1.0609  0.094
C 0.5873 0.0116 0.0145  -0.129
C -0.9256 0.1887 -0.0971  -0.126
N -1.6260 -0.5695 0.9286  -0.006
C -1.6256 -0.0352 2.1713  -0.405
O -1.1003 1.0414 2.4236  0.069
C -2.2881 -0.7912 3.2902  -0.067
C -3.3181 -0.2088 4.0122  0.000
C -3.8770 -0.8614 5.1157  -0.128
N -3.4779 -2.0461 5.5715  0.141
C -2.4850 -2.5705 4.8728  -0.248
C -1.8496 -2.0301 3.7460  -0.186
N -0.8606 -2.8875 3.2968  0.142
C -0.9100 -3.8897 4.1293  -0.127
N -1.8599 -3.7747 5.1025  -0.056
C -2.1553 -4.6941 6.1798  -0.014
C -2.3567 -1.7806 0.5288  -0.378
C -1.4272 -2.7824 -0.1454  -0.044
C -3.5559 -1.4263 -0.3460  -0.040
C 1.6654 2.5059 -3.4061  -0.071
H 3.9288 6.2871 -4.5053  0.070
H 4.9871 5.0470 -3.8391  0.072
H 3.9870 4.6935 -5.2464  0.072
H 2.8936 5.4034 -2.4765  0.104
H 1.9229 4.9893 -3.8603  0.104
H 2.9597 3.2478 -1.8536  0.133
H 4.0980 2.4923 -4.5688  0.121
H 5.0145 2.6610 -3.0694  0.117
H 4.0468 0.2050 -3.6592  0.125
H 3.7671 0.8367 -2.0332  0.118
H 1.3150 -0.4184 -4.4239  0.088
H 1.7008 1.5948 -0.8848  0.135
H 0.8348 -1.0488 -0.0323  0.122
H 0.9340 0.4105 0.9654  0.125
H -1.1758 1.2458 0.0027  0.132
H -1.2515 -0.1583 -1.0751  0.109
H -3.6843 0.7689 3.7302  0.118
H -4.6875 -0.3912 5.6596  0.104
H -0.2694 -4.7585 4.0837  0.131
H -1.5605 -5.5945 6.0454  0.088
H -1.9171 -4.2436 7.1423  0.093
H -3.2121 -4.9540 6.1680  0.092
H -2.7322 -2.2304 1.4448  0.123
H -1.9885 -3.6787 -0.4138  0.083
H -0.9901 -2.3758 -1.0602  0.070
H -0.6276 -3.0676 0.5374  0.069
H -4.1289 -2.3268 -0.5708  0.082
H -4.2118 -0.7184 0.1626  0.082
H -3.2453 -0.9891 -1.2963  0.077
H 0.7659 2.7358 -2.8320  0.125
H 1.4558 2.7444 -4.4510  0.131

Summary:
LUMO energy (Ha): 0.0190
Multiplicity: 1
Calculated total energy (Ha): -1318.3891
Structure (SMILES): CC[C@@H]1CC[C@@](O)(C(=O)NCCN(C(=O)c2ccnc3c2ncn3C)C(C)C)C1

***

The following is a quantum chemistry calculation of C21H31NO2 in the gas phase, from the OMol25 dataset.

Each line ends with the Löwdin charge.
Positions of all 55 atoms, in Å:
C -4.7005 -1.4312 1.8109  -0.062
C -3.4368 -1.4578 0.9432  -0.409
C -2.2506 -0.8757 1.7205  -0.048
N -3.7105 -0.8494 -0.3465  -0.162
C -3.0544 -1.4385 -1.4899  -0.185
C -1.6013 -1.2895 -1.5492  0.003
C -0.4084 -1.1589 -1.5815  -0.001
C 1.0370 -1.0572 -1.6223  -0.108
C 1.6112 -0.4221 -0.3309  -0.444
O 1.3105 -1.2511 0.7744  0.003
C 1.0019 0.9445 -0.0659  -0.164
C 0.5817 1.2863 1.2130  -0.041
C 0.0736 2.5462 1.4755  -0.078
C -0.0221 3.4840 0.4631  -0.092
C 0.3939 3.1520 -0.8141  -0.074
C 0.9056 1.8944 -1.0759  -0.032
C 3.1422 -0.2287 -0.4888  -0.243
C 3.7906 0.3035 0.8023  -0.130
C 5.1821 -0.3474 0.8916  -0.176
C 5.3642 -1.1004 -0.4283  -0.191
C 3.9424 -1.4949 -0.8144  -0.158
C -3.9648 0.5686 -0.4244  -0.153
C -2.7609 1.5173 -0.6295  -0.239
O -2.3581 1.6297 -1.9756  -0.073
H -4.5793 -2.1002 2.6590  0.074
H -4.8951 -0.4327 2.1939  0.067
H -5.5593 -1.7542 1.2284  0.079
H -3.2100 -2.5092 0.7266  0.139
H -1.3399 -0.9225 1.1294  0.050
H -2.0974 -1.4516 2.6305  0.082
H -2.4404 0.1585 1.9981  0.077
H -3.2828 -2.5130 -1.4995  0.126
H -3.4936 -0.9939 -2.3913  0.131
H 1.3391 -0.4734 -2.4940  0.126
H 1.4507 -2.0654 -1.7320  0.127
H 1.6930 -2.1209 0.6156  0.104
H 0.6475 0.5545 2.0016  0.114
H -0.2491 2.7929 2.4767  0.105
H -0.4204 4.4671 0.6661  0.103
H 0.3170 3.8730 -1.6138  0.108
H 1.2277 1.6646 -2.0806  0.116
H 3.2993 0.4926 -1.2962  0.149
H 3.8493 1.3908 0.7832  0.118
H 3.1791 0.0213 1.6590  0.109
H 5.2175 -1.0493 1.7255  0.107
H 5.9679 0.3904 1.0458  0.103
H 6.0266 -1.9598 -0.3308  0.106
H 5.7764 -0.4347 -1.1884  0.113
H 3.8645 -1.7879 -1.8611  0.115
H 3.6192 -2.3320 -0.1901  0.118
H -4.6527 0.7399 -1.2629  0.126
H -4.4767 0.8633 0.4914  0.112
H -3.0636 2.5260 -0.3352  0.120
H -1.9181 1.2095 -0.0050  0.087
H -1.8649 0.8324 -2.2074  0.047

Summary:
LUMO energy (Ha): 0.0234
Multiplicity: 1
Calculated total energy (Ha): -1023.9685
Structure (SMILES): CC(C)N(CC#CC[C@](O)(c1ccccc1)C1CCCC1)CCO

***

Q: Which ΔE to the lowest compared entry with this formula, charge and spin values were calculated for the entries above? A: 4.301, 1.280, 0.208, 2.803, in eV.